ORCA calculation (ωB97M-V with the def2-TZVPD basis set) on 9 unconnected molecules or ions with the total composition C6H29NO9.

The geometry in XYZ format:
```
45
C6H29NO9 ωB97M-V with the def2-TZVPD basis set
N -0.291 0.252 2.932
C -0.641 -1.159 3.138
C -0.174 -2.023 1.968
C -1.476 -2.404 1.125
C -2.519 -1.332 0.892
C -2.265 -0.163 -0.124
C -1.114 -0.392 -1.064
O -0.098 0.255 -1.186
H -1.074 0.655 2.397
H -0.373 0.670 3.881
H -0.155 -1.520 4.032
H -1.704 -1.241 3.482
H 0.686 -1.508 1.474
H 0.157 -2.986 2.221
H -1.890 -3.265 1.638
H -1.162 -2.823 0.149
H -3.596 -1.575 0.766
H -2.539 -0.868 1.898
H -2.059 0.749 0.547
H -3.139 0.051 -0.741
H -1.268 -1.073 -1.873
O 1.643 1.822 -3.188
H 1.597 1.090 -2.518
H 2.552 1.974 -3.241
O -0.026 3.124 -0.734
H 0.532 2.822 -0.012
H 0.094 2.794 -1.628
O -1.468 1.880 -3.051
H -0.811 2.297 -3.676
H -1.894 2.448 -2.411
O 3.213 0.639 -1.540
H 3.192 1.344 -0.884
H 4.095 0.569 -1.874
O 1.982 1.133 0.505
H 1.864 0.404 1.158
H 1.205 0.968 -0.041
O -0.125 3.222 2.141
H 0.833 3.579 2.280
H 0.072 2.221 1.905
O 0.028 -2.773 -3.109
H 0.499 -2.451 -2.318
H 0.589 -2.440 -3.780
O 2.092 -1.832 -0.367
H 1.961 -0.959 -0.731
H 2.975 -2.173 -0.437
```

Its gap between HOMO and LUMO is 10.188 eV. The energy relative to the best compared isomer or geometry (same formula, charge and spin) is 437.4 kJ/mol.

Löwdin analysis output, partial charges in e:
1. N 0.001
2. C -0.307
3. C -0.147
4. C -0.183
5. C -0.198
6. C -0.105
7. C -0.229
8. O 0.007
9. H 0.050
10. H 0.097
11. H 0.102
12. H 0.117
13. H 0.084
14. H 0.083
15. H 0.106
16. H 0.107
17. H 0.119
18. H 0.070
19. H 0.130
20. H 0.120
21. H 0.109
22. O -0.060
23. H 0.022
24. H -0.008
25. O -0.067
26. H -0.017
27. H -0.012
28. O -0.070
29. H 0.072
30. H 0.033
31. O -0.062
32. H 0.049
33. H 0.057
34. O -0.078
35. H 0.064
36. H -0.014
37. O -0.146
38. H 0.092
39. H 0.033
40. O -0.044
41. H 0.016
42. H 0.017
43. O -0.040
44. H -0.018
45. H 0.044